# 1
The following is a quantum chemistry calculation of C47H52CoN4O2P2S2Sb as an isolated structure at a distorted geometry, from the Open Molecules 2025 dataset.

Positions of all 111 atoms, in Å:
Co (0.5263, -0.4065, 0.1581)
C (-2.4114, 1.3253, 2.1411)
N (-2.7514, 1.9576, 0.8685)
C (-2.9753, 1.0503, -0.2567)
P (-1.4000, 0.5678, -1.1800)
C (-0.8398, 2.1473, -1.9532)
C (0.4973, 2.4660, -1.7965)
C (1.0234, 3.6328, -2.3474)
C (0.1985, 4.4615, -3.0931)
C (-1.1334, 4.1152, -3.2968)
C (-1.6553, 2.9673, -2.7316)
C (-2.1471, -0.3369, -2.5688)
C (-1.2527, -0.7756, -3.5541)
C (-1.7058, -1.4374, -4.6799)
C (-3.0740, -1.6697, -4.8535)
C (-3.9524, -1.2779, -3.8605)
C (-3.5103, -0.6100, -2.7349)
C (-2.9027, 3.3225, 0.7358)
C (-2.2269, 4.1943, 1.6271)
C (-2.3674, 5.5532, 1.4708)
C (-3.2325, 6.0699, 0.5081)
C (-3.9499, 5.2409, -0.3596)
C (-3.7837, 3.8720, -0.2543)
P (-0.6749, 0.6506, 2.1913)
C (-0.7520, -0.5579, 3.5587)
C (-1.9151, -1.2429, 3.9332)
C (-1.9243, -2.1641, 4.9597)
C (-0.7450, -2.4538, 5.6393)
C (0.4453, -1.8551, 5.2279)
C (0.4446, -0.9119, 4.2105)
C (0.2319, 2.0813, 2.8785)
C (0.1272, 2.4015, 4.2333)
C (0.7079, 3.5668, 4.7198)
C (1.3682, 4.4327, 3.8562)
C (1.5115, 4.0852, 2.5271)
C (0.9366, 2.9240, 2.0357)
H (-3.0766, 0.4750, 2.2466)
H (-2.5969, 2.0057, 2.9641)
H (-3.6612, 1.5114, -0.9703)
H (-3.4162, 0.1269, 0.1035)
H (1.1414, 1.8043, -1.2395)
H (2.0601, 3.8884, -2.1822)
H (0.5906, 5.3638, -3.5736)
H (-1.7828, 4.7459, -3.9049)
H (-2.6848, 2.7032, -2.9324)
H (-0.1948, -0.5907, -3.4174)
H (-0.9889, -1.7236, -5.4446)
H (-3.4191, -2.1707, -5.7443)
H (-4.9980, -1.5119, -3.9441)
H (-4.2743, -0.3747, -2.0219)
H (-1.5705, 3.7953, 2.3761)
H (-1.7894, 6.2511, 2.0948)
H (-3.3098, 7.1441, 0.4092)
H (-4.7011, 5.6413, -1.0375)
H (-4.4119, 3.2359, -0.8487)
H (-2.8623, -1.0683, 3.4397)
H (-2.8579, -2.6472, 5.2476)
H (-0.7529, -3.1504, 6.4481)
H (1.3850, -2.0759, 5.7145)
H (1.3764, -0.4388, 3.9368)
H (-0.3517, 1.7217, 4.9129)
H (0.6579, 3.7860, 5.7771)
H (1.7792, 5.3695, 4.2418)
H (2.0730, 4.7098, 1.8327)
H (1.0766, 2.6596, 0.9923)
C (1.6585, -4.9006, 1.2642)
C (0.2569, -4.3386, 1.4459)
Sb (-0.3181, -2.9031, -0.0787)
C (-2.4334, -2.5946, 0.4852)
C (-3.0757, -3.6528, 1.3840)
C (-0.4603, -4.0955, -1.8505)
C (-1.6307, -5.0287, -1.6883)
H (1.8633, -5.6693, 1.9864)
H (2.4014, -4.0955, 1.3697)
H (1.7750, -5.3335, 0.2730)
H (0.1487, -3.8079, 2.3972)
H (-0.5034, -5.1312, 1.4263)
H (-3.0365, -2.4743, -0.4079)
H (-2.4219, -1.6348, 0.9844)
H (-3.2694, -4.5618, 0.8308)
H (-4.0153, -3.3283, 1.8169)
H (-2.4437, -3.9201, 2.2368)
H (0.4646, -4.6577, -1.9155)
H (-0.5247, -3.4414, -2.7122)
H (-1.5177, -5.6462, -0.7919)
H (-1.6992, -5.7465, -2.5094)
H (-2.5910, -4.5304, -1.6362)
N (7.4425, 0.2218, -4.0196)
C (6.2865, -0.4091, -3.6167)
C (5.0636, 0.1388, -4.0241)
C (3.8955, -0.3747, -3.5302)
C (3.9918, -1.4518, -2.6684)
C (5.1828, -2.0240, -2.2766)
C (6.3585, -1.5265, -2.7713)
S (2.5440, -1.9360, -1.8603)
O (2.7734, -3.0905, -1.0384)
O (1.4393, -1.9570, -2.7683)
N (2.2453, -0.7012, -0.8739)
C (2.9382, -0.5243, 0.3074)
S (4.3811, -1.2556, 0.8718)
C (4.2425, -0.3396, 2.3366)
C (3.1271, 0.4204, 2.3115)
N (2.3707, 0.3056, 1.1684)
H (7.3794, 0.7779, -4.8488)
H (8.2752, -0.3447, -4.0223)
H (5.0801, 1.0018, -4.6594)
H (2.9427, 0.0813, -3.7717)
H (5.1691, -2.8822, -1.6346)
H (7.3168, -1.9271, -2.5082)
H (4.9811, -0.4016, 3.1068)
H (2.7717, 1.1183, 3.0440)

Atomic forces in eV per Å
Co -0.3 0.5 0.2
C 0.1 0.0 -0.3
N -0.2 0.4 -0.4
C 0.1 0.5 0.1
P 0.2 0.4 -0.6
C -0.4 -0.6 0.2
C 0.2 0.4 0.1
C -0.2 0.0 0.0
C 0.2 0.2 -0.3
C -0.3 0.2 -0.1
C 0.0 0.0 0.0
C -0.3 -0.2 -0.2
C 0.0 0.3 0.4
C -0.2 0.2 -0.3
C 0.7 0.0 0.1
C 0.0 -0.2 -0.2
C 0.5 -0.1 0.0
C -0.3 -0.5 -0.1
C -0.2 0.2 -0.2
C 0.4 0.2 0.4
C 0.1 0.4 -0.4
C -0.1 -0.7 0.5
C 0.2 0.4 0.3
P 0.7 -0.2 0.2
C 0.0 -0.4 0.3
C -0.2 0.5 -0.4
C 0.2 -0.3 0.5
C 0.1 0.3 -0.7
C -0.2 0.2 0.0
C -0.4 0.1 -0.2
C -0.4 -0.3 0.2
C 0.4 0.2 -0.1
C -0.1 -0.2 0.0
C 0.1 0.3 0.4
C 0.2 0.3 -0.6
C 0.2 -0.1 -0.4
H -0.2 -0.1 0.0
H 0.0 0.1 0.1
H 0.2 -0.1 0.1
H -0.1 -0.1 0.1
H 0.2 -0.1 0.1
H 0.1 0.0 -0.1
H -0.1 -0.3 0.3
H 0.2 -0.1 0.1
H -0.1 -0.1 0.0
H 0.0 -0.1 -0.1
H -0.1 -0.1 0.1
H -0.1 -0.1 0.0
H -0.3 0.0 -0.1
H -0.1 0.3 0.5
H 0.2 -0.1 0.2
H -0.4 -0.5 -0.3
H -0.1 0.0 0.0
H 0.3 0.0 0.1
H 0.0 -0.2 -0.2
H 0.0 0.1 -0.1
H 0.2 0.1 -0.1
H 0.0 -0.3 0.4
H 0.0 -0.1 0.1
H 0.0 0.0 0.0
H -0.2 -0.1 0.2
H -0.1 0.1 0.0
H 0.0 -0.4 -0.2
H -0.1 0.0 0.3
H -0.1 0.0 0.1
C 0.1 0.8 -0.4
C -0.5 0.1 -0.2
Sb -0.7 -0.2 0.6
C 0.3 -0.6 0.1
C 0.5 0.0 0.3
C -0.1 0.1 0.3
C -0.2 -0.9 0.0
H 0.1 -0.3 0.4
H -0.1 -0.4 -0.1
H 0.1 0.0 -0.1
H 0.0 0.0 -0.1
H 0.1 0.2 0.0
H 0.0 0.1 -0.4
H 0.1 0.4 0.3
H 0.0 -0.2 -0.1
H -0.3 0.2 -0.1
H 0.0 0.0 -0.1
H 0.3 0.1 0.0
H 0.0 0.1 0.0
H -0.1 0.1 0.0
H 0.1 0.1 -0.1
H -0.2 0.2 0.0
N 0.2 -0.4 0.0
C 0.7 0.2 -0.2
C 0.1 -0.1 0.4
C 0.2 0.3 -0.2
C -0.9 -0.4 0.5
C 0.2 -0.3 -0.3
C -0.3 0.8 -0.4
S 0.2 0.0 0.0
O 0.2 -0.8 0.0
O -0.3 0.0 -0.5
N -0.2 1.1 1.2
C -0.2 -0.1 -0.9
S 0.1 0.1 0.2
C -0.3 0.2 -0.2
C 0.0 -0.1 -0.2
N -0.1 -0.2 -0.3
H -0.1 0.3 -0.2
H 0.1 0.0 0.1
H -0.1 0.3 -0.3
H 0.0 -0.2 0.0
H 0.0 -0.2 0.3
H 0.3 -0.2 0.1
H 0.2 0.0 0.2
H 0.2 0.1 0.4

Values from the calculation:
- 2S+1: 5
- E_HOMO (spin up / spin down): -11.9 / -12.0 eV
- LUMO energy (spin up / spin down): -4.5 / -8.2 eV
- Gap between HOMO and LUMO (spin up / spin down): 7.378 / 3.836 eV
- Expectation value of S²: 6.044
- Charge: +2

Mulliken population analysis, charges in e, atoms 1 to 6: number 1, Co, carries 3.6418; number 2, C, carries -2.1781; number 3, N, carries 0.5926; number 4, C, carries -1.9278; number 5, P, carries 0.7677; number 6, C, carries 0.8048

# 2
The following is a quantum chemistry calculation of C47H52CoN7O2S as an isolated structure at a distorted geometry, from the Open Molecules 2025 dataset.

Positions of all 110 atoms, in Å:
Co (0.6514, 0.8739, -0.4423)
C (-4.3751, -6.9280, 9.8564)
O (-4.5907, -7.0530, 8.4703)
C (-3.9271, -6.2297, 7.6264)
C (-4.2483, -6.3401, 6.2826)
C (-3.5964, -5.5445, 5.3679)
C (-2.6774, -4.6077, 5.7625)
C (-2.3886, -4.4841, 7.1208)
C (-3.0084, -5.2522, 8.0662)
C (-2.0549, -3.7155, 4.7832)
N (-2.2896, -3.7509, 3.4863)
C (-1.4955, -2.7581, 2.9479)
C (-0.8086, -2.0825, 3.9269)
N (-1.1676, -2.7275, 5.1057)
C (0.0123, -0.9480, 3.6643)
C (0.7537, -0.2249, 4.5964)
C (1.5745, 0.7665, 4.1685)
C (1.6307, 1.0481, 2.7960)
N (0.8944, 0.4303, 1.9001)
C (0.0831, -0.5494, 2.2917)
C (-0.6140, -1.2889, 1.2859)
N (-0.4633, -0.7890, 0.0181)
C (-0.9772, -1.4697, -0.9886)
C (-1.6559, -2.6783, -0.8006)
C (-1.8577, -3.1599, 0.4686)
C (-1.3541, -2.4224, 1.5675)
H (-5.0271, -7.6049, 10.3679)
H (-4.6141, -5.9092, 10.2107)
H (-3.3415, -7.1655, 10.0964)
H (-4.9558, -7.0761, 5.9562)
H (-3.9097, -5.6332, 4.3322)
H (-1.6573, -3.7653, 7.4733)
H (-2.7779, -5.1072, 9.1122)
H (-0.7577, -2.5684, 6.0166)
H (0.6970, -0.4454, 5.6655)
H (2.1733, 1.3074, 4.8771)
H (2.2492, 1.8562, 2.4124)
H (-0.7928, -1.0351, -1.9610)
H (-2.0244, -3.2008, -1.6811)
H (-2.4101, -4.0562, 0.6365)
C (3.5938, -0.9408, -6.0805)
C (3.1536, -0.8755, -4.6551)
C (3.7511, -1.7057, -3.7087)
C (3.2850, -1.7219, -2.4032)
C (3.8341, -2.6180, -1.3246)
C (2.2216, -0.8485, -2.0969)
C (1.5944, -0.0043, -2.9934)
C (2.1256, -0.0023, -4.2991)
N (0.5414, 0.7501, -2.5155)
C (-0.3883, 1.4551, -3.4099)
C (-1.6111, 1.9184, -2.6001)
C (-2.5772, 2.7552, -3.4306)
C (-3.1150, 1.8683, -4.5498)
C (-1.9763, 1.3474, -5.4213)
C (-1.2737, 2.5759, -6.0266)
C (-0.7007, 3.4747, -4.9187)
C (-1.8541, 3.9670, -4.0625)
C (0.2588, 2.7092, -4.0226)
C (-0.9768, 0.5647, -4.5414)
H (4.4766, -1.5524, -6.2043)
H (3.8067, 0.0877, -6.4566)
H (2.7891, -1.3383, -6.7112)
H (4.5551, -2.3909, -3.9805)
H (4.9228, -2.4800, -1.2282)
H (3.6477, -3.6579, -1.5348)
H (3.3570, -2.4026, -0.3620)
H (1.8919, -0.8778, -1.0647)
H (1.7587, 0.6628, -5.1026)
H (-1.2914, 2.4932, -1.7164)
H (-2.1580, 1.0533, -2.2258)
H (-3.4148, 3.0629, -2.7714)
H (-3.8455, 2.4114, -5.1659)
H (-3.6652, 1.0259, -4.1214)
H (-2.3676, 0.6606, -6.2153)
H (-1.9841, 3.1282, -6.6482)
H (-0.4840, 2.2374, -6.6909)
H (-0.1768, 4.3215, -5.3481)
H (-2.5478, 4.5574, -4.6764)
H (-1.4597, 4.6180, -3.2642)
H (0.5793, 3.3502, -3.2243)
H (1.1238, 2.3909, -4.6036)
H (-0.2218, 0.0971, -5.1628)
H (-1.5347, -0.2381, -4.0319)
N (-2.7566, 5.8522, 1.0315)
C (-2.0109, 4.7792, 0.7390)
C (-2.4213, 3.4686, 1.0148)
C (-1.5643, 2.4215, 0.8114)
N (-0.3167, 2.5883, 0.3180)
C (0.0411, 3.8257, -0.0401)
C (-0.7377, 4.9490, 0.1670)
H (-3.7071, 5.7386, 1.3072)
H (-2.5480, 6.7472, 0.6311)
H (-3.3978, 3.2902, 1.4390)
H (-1.8859, 1.4089, 1.0277)
H (1.0252, 3.9269, -0.5197)
H (-0.3413, 5.9173, -0.1299)
O (2.5158, 1.5623, -0.0831)
S (3.3432, 1.9881, -1.3481)
C (4.8883, 0.9902, -1.2865)
C (6.0218, 1.8554, -0.7168)
C (5.3518, 2.9218, 0.1087)
C (4.1815, 3.4585, -0.7208)
H (5.0638, 0.5941, -2.2906)
H (4.6030, 0.1908, -0.6167)
H (6.6070, 2.3019, -1.5446)
H (6.6531, 1.2082, -0.1187)
H (6.0171, 3.7609, 0.3319)
H (4.9317, 2.5303, 1.0212)
H (4.4889, 4.0567, -1.5870)
H (3.4097, 4.0668, -0.2179)

Atomic forces in eV per Å
Co -0.1 0.3 -0.3
C 0.4 1.0 0.1
O -0.3 -0.2 -0.4
C -0.1 0.4 1.0
C 0.6 0.0 0.1
C -1.1 -0.5 -0.7
C 0.8 0.8 0.3
C 0.4 0.5 -0.3
C -0.5 -0.9 0.0
C -0.1 -0.2 -0.5
N 0.5 0.2 0.0
C -0.6 -0.6 0.2
C -0.3 -0.3 0.5
N 0.5 0.5 0.0
C -0.3 -0.2 -0.8
C -0.3 -0.5 0.8
C 0.3 0.3 -0.5
C 0.1 0.7 0.1
N 0.1 0.3 -0.3
C 0.3 -0.6 1.9
C 0.2 0.9 -1.2
N -0.4 -0.9 0.3
C 0.1 -0.1 0.2
C -0.2 -0.2 -0.2
C 0.1 0.8 0.0
C -0.2 -0.3 -0.4
H -0.4 -0.5 0.0
H 0.1 -0.3 -0.2
H 0.2 0.0 0.2
H -0.3 -0.2 0.0
H 0.4 0.1 0.0
H 0.0 0.1 -0.1
H 0.0 -0.1 -0.1
H -0.2 0.0 -0.3
H 0.0 -0.1 -0.3
H 0.2 0.3 0.0
H 0.0 -0.2 0.0
H -0.1 0.0 -0.2
H 0.1 0.0 0.3
H -0.2 -0.5 0.2
C -0.2 1.0 -0.6
C -0.1 0.1 0.3
C 0.2 -0.6 0.2
C -1.0 1.0 0.1
C 0.3 0.6 0.1
C 1.3 -1.5 0.9
C -0.9 1.0 -0.8
C 0.2 0.0 -0.8
N -0.1 0.1 0.6
C 0.0 0.1 -0.3
C 0.3 0.4 0.5
C -0.2 0.2 -0.2
C -0.7 -0.2 -0.2
C 0.2 0.0 0.0
C 0.1 -0.4 -0.2
C -0.5 -0.3 -0.1
C -0.4 0.2 0.6
C -0.1 -0.8 -0.7
C -0.5 0.0 0.4
H 0.2 -0.1 -0.1
H 0.0 -0.7 0.1
H 0.2 0.0 0.1
H -0.2 0.2 -0.1
H -0.3 -0.1 0.1
H 0.0 -0.5 -0.2
H 0.2 0.0 -0.1
H -0.2 -0.1 0.1
H 0.1 -0.6 0.7
H 0.0 -0.2 -0.5
H 0.0 -0.3 0.1
H 0.4 0.1 -0.4
H 0.2 0.0 0.1
H 0.0 -0.1 0.1
H 0.3 0.6 0.5
H 0.0 0.1 0.1
H 0.3 0.0 -0.2
H 0.1 0.2 -0.2
H 0.0 -0.1 0.2
H -0.2 0.0 -0.2
H 0.4 0.4 0.6
H 0.2 0.2 0.1
H 0.1 0.0 0.0
H 0.2 0.0 -0.2
N -0.6 0.6 0.1
C 1.0 -0.1 -0.4
C -0.2 0.1 0.3
C 0.6 0.4 -0.1
N -0.6 -0.3 -0.2
C 0.3 0.3 0.1
C 0.3 -0.6 -0.2
H -0.4 -0.1 0.2
H 0.2 0.1 -0.1
H -0.1 0.0 0.0
H 0.1 0.0 0.0
H -0.5 -0.1 0.3
H -0.2 -0.1 0.1
O 1.0 0.4 -1.1
S -0.3 -0.2 0.8
C -0.3 0.4 -0.3
C -0.3 -0.2 -0.8
C -0.2 1.4 -0.1
C -0.3 0.2 -0.4
H -0.1 0.0 0.2
H 0.0 -0.3 0.1
H -0.2 -0.2 0.5
H 0.3 0.1 0.0
H 0.0 -0.2 0.2
H 0.1 -0.2 0.5
H 0.2 -0.2 0.0
H 0.4 -0.4 0.1

Values from the calculation:
- 2S+1: 4
- E_HOMO (spin up / spin down): -8.7 / -8.7 eV
- LUMO energy (spin up / spin down): -2.5 / -2.5 eV
- Gap between HOMO and LUMO (spin up / spin down): 6.195 / 6.144 eV
- Expectation value of S²: 3.758
- Charge: +1

Mulliken population analysis, charges in e, atoms 1 to 6: number 1, Co, carries 1.8155; number 2, C, carries -0.8115; number 3, O, carries -0.4591; number 4, C, carries 0.8627; number 5, C, carries -0.6842; number 6, C, carries -0.3197